Here is a 6-piece molecular cluster, C28H52Br2F5N9O8PS overall at a distorted geometry from the Open Molecules 2025 dataset. Energies are from wB97M-V/def2-TZVPD.

Geometry as XYZ:
```
106
Properties=species:S:1:pos:R:3
C -3.23 1.71 4.72
C -3.41 0.98 3.38
C -2.15 0.32 2.78
C -1.65 0.75 1.38
C -2.83 0.65 0.41
C -0.82 2.06 1.24
Br -2.15 3.52 1.16
C 0.13 2.40 2.40
N -0.37 2.47 3.75
C 1.31 1.40 2.16
C 1.35 -0.01 2.74
O 1.09 0.09 4.12
C 0.70 -1.17 4.66
N 1.57 1.55 0.67
C 2.74 2.49 0.51
C 3.17 2.77 -0.92
C 4.69 3.07 -0.91
C 5.15 3.65 -2.24
F 4.30 4.62 -2.67
F 5.22 2.68 -3.17
C 6.55 4.31 -2.12
F 7.43 3.43 -1.66
F 6.48 5.35 -1.28
F 6.95 4.76 -3.30
N 1.83 0.34 -0.03
C 2.78 -0.40 0.21
S 3.89 -1.40 0.53
C 0.21 2.09 0.06
O 0.31 3.32 -0.62
C 0.62 4.41 0.01
N 0.90 5.37 0.58
P 0.04 1.07 -1.64
O -1.25 1.82 -2.28
Br -0.63 -1.02 -1.48
H -2.56 1.17 5.38
H -4.20 1.79 5.21
H -2.88 2.72 4.56
H -4.12 0.18 3.58
H -3.93 1.66 2.70
H -1.36 0.34 3.52
H -2.38 -0.74 2.64
H -0.93 -0.05 1.13
H -2.66 1.15 -0.55
H -2.98 -0.41 0.18
H -3.75 1.03 0.83
H 0.65 3.35 2.21
H 0.38 2.31 4.40
H -0.71 3.40 3.93
H 2.12 1.90 2.70
H 0.70 -0.74 2.25
H 2.37 -0.38 2.61
H -0.25 -1.51 4.22
H 1.45 -1.94 4.45
H 0.56 -1.05 5.73
H 2.49 3.44 0.98
H 3.58 2.10 1.08
H 3.02 1.93 -1.59
H 2.68 3.63 -1.36
H 4.94 3.77 -0.11
H 5.21 2.13 -0.77
H -1.11 1.78 -3.25
O -0.58 0.48 -4.85
C -0.87 0.26 -6.02
N -2.15 0.33 -6.45
C 0.17 -0.11 -7.04
H -2.41 0.15 -7.40
H -2.86 0.58 -5.79
H 0.68 -1.02 -6.72
H 0.90 0.70 -7.11
H -0.26 -0.28 -8.03
O -1.61 -4.71 1.20
C -0.69 -5.20 0.57
N -0.10 -6.36 0.95
C -0.13 -4.54 -0.67
H 0.66 -6.77 0.44
H -0.45 -6.82 1.77
H 0.22 -3.55 -0.39
H -0.93 -4.45 -1.41
H 0.70 -5.10 -1.10
O -5.16 -6.86 4.74
C -4.44 -6.45 3.85
N -3.64 -5.36 4.02
C -4.38 -7.10 2.49
H -3.04 -5.00 3.30
H -3.66 -4.90 4.91
H -5.37 -7.08 2.05
H -4.07 -8.13 2.61
H -3.68 -6.59 1.82
O -4.44 4.63 -4.25
C -3.74 4.95 -3.31
N -3.08 4.02 -2.57
C -3.55 6.39 -2.90
H -2.49 4.25 -1.79
H -3.20 3.06 -2.82
H -4.52 6.82 -2.66
H -3.12 6.95 -3.74
H -2.89 6.50 -2.04
O 2.42 -4.92 -0.25
C 3.19 -4.98 -1.19
N 4.36 -4.27 -1.19
C 2.92 -5.82 -2.41
H 5.01 -4.28 -1.95
H 4.55 -3.72 -0.38
H 1.99 -5.49 -2.87
H 2.81 -6.86 -2.11
H 3.71 -5.75 -3.16
```

Results
Total energy = -8579.5173 a.u.
Molecular weight = 960.62 g mol⁻¹
Net charge = +1

Here is an isolated ion of composition C5H9N4O and charge +1 at a distorted geometry from the Open Molecules 2025 dataset. Energies are from wB97M-V/def2-TZVPD.

Geometry as XYZ:
```
19
Properties=species:S:1:pos:R:3
O 2.61 1.39 -1.71
C 2.82 0.39 -1.16
C 2.85 -0.57 -0.27
C 1.90 -1.38 0.45
N 0.61 -1.48 0.43
C -0.27 -0.54 -0.17
N -1.63 -0.86 0.06
C -2.48 0.28 -0.02
N -1.36 1.47 0.12
N -0.08 0.91 0.42
H 3.93 -0.96 -0.06
H 2.35 -2.13 1.14
H -0.07 -0.39 -1.17
H -1.66 -1.29 1.03
H -2.92 0.46 -1.05
H -3.34 0.19 0.72
H -1.31 1.72 -0.89
H -1.85 2.15 0.66
H -0.10 0.63 1.46
```

Results
Total energy = -489.8100 a.u.
Structure (SMILES) = O=C=C/C=N\[C@H]1NC[NH2+]N1
ΔE to the lowest compared entry with this formula, charge and spin = 422.9 kJ/mol
Molecular weight = 141.15 g mol⁻¹
Net charge = +1

Here is an isolated molecule of C7H12 at a distorted geometry from the Open Molecules 2025 dataset. Energies are from wB97M-V/def2-TZVPD.

Geometry as XYZ:
```
19
Properties=species:S:1:pos:R:3
C 2.77 -0.32 -0.23
C 1.53 -0.26 -0.69
C 0.27 -0.02 0.05
C -0.02 1.19 0.51
C -1.27 1.61 1.22
C -0.64 -1.21 -0.03
C -1.91 -0.93 -0.90
H 3.60 -0.45 -0.92
H 3.12 -0.33 0.80
H 1.39 -0.26 -1.78
H 0.69 2.00 0.36
H -1.04 2.12 2.15
H -1.88 0.77 1.57
H -1.89 2.23 0.57
H -0.17 -2.03 -0.56
H -0.94 -1.56 0.96
H -1.82 -1.34 -1.91
H -1.99 0.13 -1.14
H -2.84 -1.17 -0.39
```

Results
Total energy = -273.8569 a.u.
Structure (SMILES) = C=C/C(=C/C)CC
ΔE to the lowest compared entry with this formula, charge and spin = 135.6 kJ/mol
Molecular weight = 96.17 g mol⁻¹

Here is an isolated molecule of C4H5FOS at a distorted geometry from the Open Molecules 2025 dataset. Energies are from wB97M-V/def2-TZVPD.

Geometry as XYZ:
```
12
Properties=species:S:1:pos:R:3
O 1.39 1.01 -1.63
C 0.77 0.57 -0.66
C 1.52 0.59 0.63
F 0.64 0.60 1.71
C -0.57 0.00 -0.85
C -1.63 0.23 0.15
S -1.05 -1.51 0.12
H 2.17 1.45 0.67
H 2.15 -0.32 0.69
H -0.76 0.00 -1.96
H -1.40 0.85 1.00
H -2.62 0.37 -0.26
```

Results
Total energy = -728.6689 a.u.
Structure (SMILES) = O=C(CF)[C@@H]1CS1
ΔE to the lowest compared entry with this formula, charge and spin = 47.9 kJ/mol
Molecular weight = 120.15 g mol⁻¹

Here is an isolated molecule of C6H9NS at a distorted geometry from the Open Molecules 2025 dataset. Energies are from wB97M-V/def2-TZVPD.

Geometry as XYZ:
```
17
Properties=species:S:1:pos:R:3
C -0.54 1.23 2.41
C -0.11 0.71 1.21
S 1.47 1.10 0.34
C 1.77 -0.25 -1.00
C 0.46 -0.77 -1.58
C -0.51 -0.89 -0.41
N -1.95 -0.54 -0.35
C -1.05 0.40 0.12
H -1.65 1.32 2.53
H 0.22 1.76 3.12
H 2.39 -1.02 -0.52
H 2.61 0.15 -1.56
H 0.03 -0.05 -2.20
H 0.81 -1.57 -2.32
H -0.43 -1.62 0.42
H -2.40 -1.29 0.25
H -1.12 1.33 -0.45
```

Results
Total energy = -686.8015 a.u.
Structure (SMILES) = C=C1SCC[C@@H]2N[C@@H]12
ΔE to the lowest compared entry with this formula, charge and spin = 423.5 kJ/mol
Molecular weight = 127.21 g mol⁻¹

Here is an isolated molecule of C14H11BrCl2N2O3 at a distorted geometry from the Open Molecules 2025 dataset. Energies are from wB97M-V/def2-TZVPD.

Geometry as XYZ:
```
33
Properties=species:S:1:pos:R:3
O -0.28 -2.79 0.35
C 0.13 -1.71 -0.16
C 1.04 -1.41 -1.41
N 2.15 -0.84 -0.85
C 2.25 0.44 -0.91
O 1.25 1.32 -0.82
C 3.64 1.02 -0.42
C 4.05 2.23 -0.09
C 5.48 2.24 -0.20
C 5.83 0.76 -0.01
Br 7.37 -0.04 0.26
O 4.67 -0.17 -0.31
N -0.28 -0.44 0.33
C -1.35 -0.64 1.30
C -2.84 -0.35 1.00
C -3.75 -1.46 1.02
C -4.97 -1.15 0.24
C -5.41 0.11 -0.15
Cl -6.93 0.40 -0.64
C -4.46 1.12 -0.01
C -3.27 1.18 0.52
Cl -2.25 2.44 0.45
H 0.42 -0.91 -2.22
H 1.18 -2.46 -1.76
H 2.97 -1.37 -0.79
H 3.56 3.04 -0.26
H 6.09 2.82 0.38
H -0.10 0.31 -0.12
H -1.06 0.19 2.17
H -1.35 -1.47 2.07
H -3.40 -2.34 1.30
H -5.63 -2.03 0.17
H -4.79 1.96 -0.44
```

Results
Total energy = -4369.4151 a.u.
Structure (SMILES) = O=C(CNC(=O)c1ccc(Br)o1)NCc1ccc(Cl)cc1Cl
Molecular weight = 406.06 g mol⁻¹

Here is a 14-piece molecular cluster, C23H64BN14O28P overall from the Open Molecules 2025 dataset. Energies are from wB97M-V/def2-TZVPD.

Geometry as XYZ:
```
131
Properties=species:S:1:pos:R:3
C 0.77 -1.40 1.02
C 2.00 -0.53 0.75
B 1.66 0.82 0.05
O 0.56 0.94 -0.76
P 2.76 2.38 0.43
N 4.12 2.10 -0.61
C 1.82 3.79 -0.27
C 1.21 4.64 0.85
C 0.48 3.87 1.94
C -0.43 2.75 1.45
C -1.71 2.56 2.24
C -2.53 1.39 1.74
C -3.01 1.53 0.31
O -2.02 1.09 -0.62
C -1.91 1.88 -1.79
H 1.06 -2.32 1.52
H 0.25 -1.64 0.10
H 0.09 -0.87 1.67
H 2.72 -1.07 0.14
H 2.49 -0.30 1.69
H -0.29 0.66 -0.37
H 3.84 1.89 -1.56
H 4.67 2.95 -0.64
H 1.06 3.41 -0.96
H 2.50 4.40 -0.85
H 2.01 5.19 1.33
H 0.55 5.38 0.39
H -0.10 4.59 2.52
H 1.22 3.45 2.61
H 0.11 1.81 1.55
H -0.64 2.87 0.39
H -1.43 2.38 3.27
H -2.31 3.47 2.21
H -1.93 0.48 1.79
H -3.40 1.25 2.38
H -3.90 0.91 0.17
H -3.27 2.56 0.09
H -1.94 2.95 -1.55
H -2.70 1.67 -2.50
H -0.95 1.67 -2.24
C -0.47 -3.19 4.96
N 0.27 -2.01 4.44
O 1.49 -2.08 4.39
O -0.37 -1.04 4.08
H 0.25 -3.94 5.23
H -1.03 -2.85 5.83
H -1.15 -3.52 4.18
C 4.90 0.51 3.18
N 5.13 1.26 4.45
O 4.72 2.40 4.53
O 5.72 0.67 5.34
H 4.37 1.14 2.49
H 5.88 0.22 2.80
H 4.33 -0.38 3.44
C 0.62 1.20 -4.27
N -0.34 1.05 -5.40
O -0.52 2.00 -6.13
O -0.89 -0.03 -5.51
H 1.02 2.20 -4.30
H 0.07 1.01 -3.35
H 1.39 0.45 -4.40
C 3.59 -4.78 0.79
N 4.48 -3.62 1.10
O 4.04 -2.74 1.80
O 5.60 -3.65 0.62
H 2.64 -4.62 1.28
H 3.49 -4.83 -0.29
H 4.09 -5.67 1.15
C 7.89 4.18 -0.22
N 6.81 5.05 -0.74
O 5.66 4.83 -0.38
O 7.13 5.92 -1.52
H 7.45 3.46 0.46
H 8.31 3.70 -1.10
H 8.62 4.81 0.28
C -6.11 1.68 -3.71
N -6.17 1.93 -2.24
O -7.13 1.52 -1.63
O -5.24 2.53 -1.74
H -7.00 1.13 -3.99
H -6.06 2.65 -4.20
H -5.21 1.12 -3.90
C 3.16 -4.40 7.92
N 2.31 -5.29 7.08
O 2.81 -6.28 6.58
O 1.14 -4.96 6.95
H 4.16 -4.82 7.94
H 3.14 -3.42 7.46
H 2.71 -4.36 8.91
C -8.68 -1.26 -1.24
N -8.71 -1.43 -2.72
O -7.68 -1.21 -3.34
O -9.76 -1.78 -3.22
H -7.69 -0.95 -0.96
H -9.42 -0.51 -0.99
H -8.95 -2.22 -0.79
C -4.76 -3.40 -2.87
N -5.23 -4.19 -1.70
O -6.41 -4.11 -1.39
O -4.41 -4.89 -1.14
H -5.60 -2.84 -3.26
H -3.97 -2.74 -2.51
H -4.36 -4.09 -3.60
C 8.32 2.39 -4.99
N 8.26 2.77 -3.55
O 7.17 2.79 -3.01
O 9.31 3.02 -2.99
H 7.31 2.18 -5.31
H 8.76 3.21 -5.53
H 8.94 1.50 -5.06
C -7.05 3.85 0.47
N -7.77 4.77 1.41
O -8.94 5.01 1.18
O -7.13 5.21 2.34
H -7.75 3.54 -0.29
H -6.22 4.40 0.06
H -6.70 3.01 1.05
C -6.98 -7.30 -0.77
N -7.45 -8.09 0.40
O -8.62 -7.99 0.73
O -6.62 -8.79 0.96
H -7.81 -6.74 -1.16
H -6.18 -6.65 -0.42
H -6.59 -8.01 -1.50
C 5.76 -1.55 -3.21
N 7.01 -1.31 -3.98
O 7.07 -0.33 -4.69
O 7.91 -2.11 -3.83
H 5.07 -0.74 -3.45
H 5.38 -2.52 -3.51
H 6.03 -1.55 -2.16
```

Results
Total energy = -4153.0502 a.u.
Molecular weight = 1026.62 g mol⁻¹

Here is C4H11NOSn as an isolated structure at a distorted geometry from the Open Molecules 2025 dataset. Energies are from wB97M-V/def2-TZVPD.

Geometry as XYZ:
```
18
Properties=species:S:1:pos:R:3
Sn 7.08 2.08 2.45
C 0.78 -0.20 -1.62
C 0.33 0.85 -0.55
C -1.01 0.43 0.09
O -1.00 -0.93 0.52
C -2.28 -1.51 0.64
N 1.36 0.77 0.51
H 0.02 -0.53 -2.33
H 1.13 -1.18 -1.31
H 1.58 0.23 -2.23
H 0.28 1.90 -0.84
H -1.77 0.56 -0.68
H -1.28 1.01 0.98
H -2.16 -2.53 0.99
H -2.93 -1.42 -0.22
H -2.77 -0.97 1.46
H 1.31 -0.11 1.00
H 1.34 1.55 1.15
```

Results
Total energy = -502.4311 a.u.
ΔE to the lowest compared entry with this formula, charge and spin = 499.2 kJ/mol
Molecular weight = 207.85 g mol⁻¹
Net charge = +2

Here is C45H58BI2N10O2PbS3 as an isolated structure from the Open Molecules 2025 dataset. Energies are from wB97M-V/def2-TZVPD.

Geometry as XYZ:
```
122
Properties=species:S:1:pos:R:3
Pb 1.59 -1.67 1.26
C 4.27 3.90 0.92
C 2.78 3.80 0.92
C 1.96 4.79 1.35
C 0.54 4.65 1.31
N -0.01 3.56 0.84
N 0.82 2.60 0.42
B 0.16 1.45 -0.25
N -1.06 0.87 0.37
N -2.08 0.87 -0.52
C -3.26 0.52 -0.11
C -3.47 0.11 1.24
C -2.45 0.08 2.13
C -2.60 -0.42 3.52
C -1.15 0.50 1.67
S 0.22 0.53 2.66
C -4.40 0.62 -1.11
C -3.87 0.95 -2.51
C -5.34 1.74 -0.63
C -5.17 -0.71 -1.18
N 0.29 1.34 -1.72
N 0.36 2.57 -2.28
C 0.34 2.67 -3.56
C 0.23 1.49 -4.37
C 0.18 0.26 -3.82
C 0.08 -0.99 -4.63
C 0.25 0.16 -2.38
S 0.29 -1.30 -1.57
C 0.36 4.07 -4.15
C 1.09 4.09 -5.50
C -1.10 4.50 -4.35
C 1.05 5.04 -3.20
C 2.16 2.60 0.44
S 2.92 1.19 -0.06
C -0.44 5.73 1.76
C 0.29 6.89 2.46
C -1.45 5.12 2.73
C -1.16 6.26 0.52
H 4.59 4.87 1.30
H 4.66 3.75 -0.08
H 4.70 3.11 1.54
H 2.39 5.70 1.74
H -4.45 -0.20 1.55
H -3.64 -0.70 3.72
H -2.28 0.33 4.24
H -1.96 -1.29 3.66
H -3.36 1.92 -2.52
H -4.71 1.00 -3.20
H -3.17 0.19 -2.85
H -4.81 2.69 -0.59
H -5.74 1.52 0.36
H -6.18 1.84 -1.32
H -4.53 -1.51 -1.57
H -6.01 -0.60 -1.86
H -5.57 -1.02 -0.21
H 0.19 1.59 -5.45
H 0.03 -0.75 -5.69
H -0.80 -1.56 -4.34
H 0.95 -1.63 -4.45
H 0.56 3.53 -6.27
H 2.10 3.68 -5.41
H 1.17 5.12 -5.85
H -1.63 3.81 -5.02
H -1.14 5.49 -4.80
H -1.62 4.53 -3.40
H 2.09 4.74 -3.02
H 0.54 5.08 -2.24
H 1.06 6.04 -3.63
H 0.85 6.55 3.33
H -0.45 7.61 2.80
H 0.97 7.41 1.78
H -0.96 4.72 3.62
H -2.00 4.30 2.26
H -2.17 5.88 3.05
H -0.46 6.69 -0.19
H -1.88 7.03 0.80
H -1.70 5.45 0.02
I -1.38 -8.77 2.07
C -1.07 -6.71 2.08
C -1.91 -5.88 1.35
C -1.62 -4.53 1.25
I -2.83 -3.31 0.07
C -0.53 -3.95 1.92
O -0.30 -2.65 1.87
C 0.27 -4.80 2.71
C 1.35 -4.21 3.57
N 2.47 -3.66 2.77
C 3.60 -3.20 3.60
C 3.38 -1.78 4.08
C 3.98 -0.71 3.44
C 3.70 0.58 3.87
C 2.84 0.74 4.95
C 2.30 -0.39 5.53
N 2.55 -1.63 5.12
C 0.01 -6.16 2.77
H -2.76 -6.29 0.82
H 1.73 -4.97 4.26
H 0.95 -3.39 4.17
H 2.79 -4.36 2.11
H 4.50 -3.24 3.00
H 3.73 -3.85 4.47
H 4.66 -0.87 2.61
H 4.14 1.43 3.38
H 2.59 1.72 5.33
H 1.62 -0.30 6.38
H 0.64 -6.80 3.37
N 2.30 -3.79 -0.34
C 1.97 -4.74 -0.91
N 1.56 -5.79 -1.59
C 0.59 -6.70 -0.95
C -0.17 -7.41 -2.04
O 0.72 -8.07 -2.93
C 1.57 -7.15 -3.58
C 2.45 -6.42 -2.58
H -0.08 -6.10 -0.33
H 1.11 -7.42 -0.31
H -0.79 -6.70 -2.60
H -0.81 -8.18 -1.60
H 0.98 -6.43 -4.15
H 2.19 -7.73 -4.27
H 3.03 -5.65 -3.07
H 3.12 -7.12 -2.08
```

Results
Total energy = -4455.1881 a.u.
ΔE to the lowest compared entry with this formula, charge and spin = 62.5 kJ/mol
Molecular weight = 1339.05 g mol⁻¹
Net charge = +1

no.,HOMO level (eV)
1,-10.7
2,-12.9
3,-9.0
4,-9.4
5,-8.5
6,-8.3
7,-7.9
8,-14.5
9,-9.7